Record 1
21
Properties=species:S:1:pos:R:3 method="wB97M-V/def2-TZVPD" lumo_energy_ev="0.6 / -1.6" multiplicity=3 homo_lumo_gap_ha="0.2152 / 0.2764"
H -1.167 -0.889 0.947
C -1.722 2.446 1.513
C -3.842 1.658 1.668
C -0.224 -1.259 0.945
Si 0.793 -1.588 -0.444
H 2.984 -2.589 -1.389
H 3.321 -1.621 0.033
H -4.783 1.361 2.169
H 1.957 -0.861 -2.638
C 2.552 -2.410 -0.284
S -3.513 1.353 0.006
Cl -0.202 -2.381 2.250
C -2.828 2.299 2.333
H -2.713 2.220 3.426
H -1.135 1.865 -0.428
H -0.871 3.004 1.962
H 0.432 0.256 -2.062
C 0.871 -0.837 -2.164
H 2.639 -3.208 0.343
H 0.279 -1.488 -2.984
C -1.948 2.032 0.222


Record 2
8
Properties=species:S:1:pos:R:3 method="wB97M-V/def2-TZVPD" smiles="NP[N+](=O)[O-]" lumo_energy_ev=-1.0 homo_lumo_gap_ha=0.3449
P -1.047 0.893 0.481
H -1.499 1.663 -0.496
N -2.373 -0.265 0.035
O -3.223 0.184 -0.688
H 1.253 0.262 0.429
N 0.714 -0.171 -0.337
H 0.348 -1.091 0.009
O -2.508 -1.318 0.655


Record 3
21
Properties=species:S:1:pos:R:3 method="wB97M-V/def2-TZVPD" smiles=C[C@H]1C[C@]1(CN)CO lumo_energy_ev=0.9 homo_lumo_gap_ha=0.3511
H 0.475 2.371 0.625
H -3.023 0.084 -1.251
H -0.694 -0.998 1.517
C -0.773 0.051 1.292
N 1.940 -1.337 -0.472
C -1.475 0.539 0.115
H -1.545 -1.075 -1.368
C 0.571 -0.968 -0.596
H -1.763 1.587 0.110
H -2.589 -1.288 -0.128
H -0.025 -1.800 -0.335
C 1.006 1.579 0.032
H 2.458 -0.483 -0.247
H 0.424 -0.723 -1.550
H -0.764 0.738 2.173
C -2.249 -0.438 -0.759
H 1.027 1.948 -1.037
H 2.197 0.586 1.177
C 0.113 0.380 0.142
O 2.305 1.371 0.602
H 2.385 -2.123 -0.041


Record 4
90
Properties=species:S:1:pos:R:3 method="wB97M-V/def2-TZVPD" lumo_energy_ev=-3.7 homo_lumo_gap_ha=0.1958 total_charge=+1
C -16.979 3.822 2.744
H -21.210 4.637 5.701
C -18.376 11.682 6.337
H -17.784 12.355 5.708
C -19.839 5.826 8.016
C -23.164 5.934 7.140
H -16.748 11.072 7.599
H -21.687 12.402 8.847
N -20.347 12.247 5.008
C -21.954 15.543 2.906
C -24.395 6.983 0.092
H -17.579 12.470 -0.022
Cl -25.875 7.927 0.260
C -21.332 5.644 5.304
C -19.948 9.948 7.856
C -18.060 6.392 9.536
H -18.774 9.936 4.104
H -16.420 2.863 4.577
H -17.898 4.303 5.974
C -17.038 3.632 4.118
H -21.647 5.594 4.253
H -19.833 5.395 10.139
C -17.492 10.064 2.404
H -20.803 5.378 7.867
C -21.036 14.666 3.465
H -23.714 15.757 1.665
H -20.260 15.038 4.127
C -22.780 12.425 6.997
C -21.122 13.307 3.084
C -23.655 13.142 6.196
C -18.635 5.434 4.316
H -24.746 14.958 5.918
H -18.137 9.512 8.915
H -16.419 7.468 8.697
H -17.417 7.601 6.441
H -24.412 7.076 8.591
C -23.098 13.707 1.813
C -22.331 12.993 8.198
C -23.577 15.001 7.732
C -23.097 9.612 7.685
H -23.934 13.363 1.233
C -18.585 10.075 8.101
C -17.853 4.441 4.900
C -17.174 10.741 1.220
H -17.017 9.111 2.596
Cl -24.712 5.254 -0.222
H -17.677 6.381 10.547
Cl -23.376 7.674 -1.164
C -19.159 11.687 2.900
C -18.484 10.523 3.253
C -22.151 12.820 2.285
C -22.279 6.385 6.191
C -20.548 10.708 6.853
C -18.571 5.625 2.943
C -23.668 7.010 1.363
C -17.816 11.909 0.883
H -19.168 6.423 2.491
C -23.684 7.086 7.787
P -22.323 10.724 6.475
H -23.983 12.701 5.255
C -22.976 15.071 2.098
H -19.391 13.241 1.412
H -16.381 3.173 2.132
Tl -21.679 8.813 4.226
H -16.426 10.364 0.539
C -17.364 7.014 8.502
H -21.864 16.602 3.106
C -17.794 10.936 7.352
H -24.131 9.974 7.688
H -20.510 9.254 8.456
C -23.044 8.185 7.243
C -19.139 6.450 6.977
N -23.130 7.008 2.370
N -22.177 7.769 6.251
H -17.739 4.960 1.093
H -23.465 4.895 7.294
C -19.706 11.492 6.070
C -17.747 4.822 2.160
C -24.067 14.415 6.562
P -19.760 6.570 5.235
C -19.298 5.834 9.299
C -17.923 7.068 7.222
C -22.689 14.285 8.548
C -18.846 12.340 1.707
C -20.195 12.324 3.718
H -23.895 16.009 7.975
H -22.289 14.698 9.452
H -22.698 9.768 8.695
H -21.167 12.810 5.309
H -22.225 11.777 2.030


Record 5
47
Properties=species:S:1:pos:R:3 method="wB97M-V/def2-TZVPD" smiles="O=C(CCS)NCO.O.O.O.O.O.O.O.O.O.O" lumo_energy_ev=-0.2 homo_lumo_gap_ha=0.3320
C 2.019 -3.072 -2.256
H 2.259 -0.289 -0.165
H 0.991 -1.005 3.050
H -1.974 0.820 0.268
O 0.431 3.491 1.601
O -3.833 -2.386 1.628
H 2.421 1.073 -3.034
H 3.201 -3.624 -0.360
H -0.751 1.285 2.268
H -1.470 4.453 -2.517
H -0.051 -1.512 1.383
H -0.107 1.870 3.453
O -2.379 4.205 0.597
H 1.407 2.023 -2.279
O -0.367 1.033 3.088
H -1.879 0.667 -4.575
N 0.694 -1.522 0.642
H -3.139 -2.187 0.966
H -0.504 0.058 -1.003
H 2.285 -2.266 -4.580
C 2.464 -2.869 -0.694
O 0.534 0.188 -1.031
H -3.613 -1.977 2.433
H -2.499 4.729 -0.155
H 1.914 -4.153 -2.695
H 0.342 4.275 2.028
O -1.763 1.193 -3.666
H 1.239 3.410 1.150
H -0.008 3.730 -2.155
H 0.753 -1.086 4.514
O -2.086 0.021 -0.278
H 1.060 -2.779 -2.170
H -1.174 -1.615 3.743
H -2.509 0.690 -3.117
C 1.138 -2.753 0.265
H -2.459 -0.566 0.327
O 2.302 1.977 -2.642
H 2.959 -1.899 -0.439
O -0.737 4.371 -1.849
O 0.938 -1.678 3.814
H -1.212 -2.776 2.788
S 3.163 -2.354 -3.574
H -1.387 4.006 0.608
C 1.165 -0.146 0.110
O -1.518 -1.943 2.905
O 0.519 -3.686 0.650
H 1.219 0.579 0.953


Record 6
28
Properties=species:S:1:pos:R:3 method="wB97M-V/def2-TZVPD" lumo_energy_ev=-1.4 homo_lumo_gap_ha=0.2583
N 0.292 3.267 1.823
C -0.087 -0.187 -1.786
C 1.342 0.932 1.722
H -0.932 -1.987 -1.032
N 2.689 1.232 1.813
H 0.623 -1.078 -3.603
H -0.911 0.490 -1.510
O -0.781 3.920 1.812
C -1.088 1.215 1.763
C 1.125 -0.415 1.354
O 2.711 -2.168 1.039
C -0.143 -0.956 0.976
C -1.288 -0.134 1.396
H 0.879 0.330 -1.669
N -3.682 -1.166 1.473
N 2.355 -1.013 1.221
O 1.419 3.829 1.821
O -1.338 -1.620 -3.255
H -0.222 -2.044 1.145
C -0.305 -0.628 -3.229
C -2.601 -0.718 1.422
H 0.686 -1.943 -1.095
H -1.578 -1.758 -4.181
O 3.304 0.022 1.544
H -1.952 1.864 1.859
N -0.140 -1.377 -0.867
C 0.207 1.810 1.826
H -0.584 0.279 -3.784


Max |F| (eV/Å)
6.1, 4.3, 4.4, 1.2, 5.0, 3.4
Electronic energy (Ha)
-1420.9810, -602.9754, -366.3119, -4136.1984, -1525.5176, -998.0168